No. 1
137
Properties=species:S:1:pos:R:3:forces:R:3 method="wB97M-V/def2-TZVPD" fmax_ev_per_a=5.133 smiles="C[Si](C)(CCCCCCCCN(C(=O)O)c1cccnc1)c1ccccc1.C1CCOC1.C1CCOC1.C1CCOC1.C1CCOC1.C1CCOC1.C1CCOC1" homo_lumo_gap_ev=8.3 lumo_ev=0.01
C 6.2393 3.2531 -2.4456 0.4101 0.0565 -0.1773
H 6.0422 1.3971 -3.5769 -0.1207 0.0222 -0.0305
H -3.4321 -3.0164 1.4262 0.4537 1.5938 -0.8169
H -4.9198 0.3852 0.0550 1.0558 -1.0108 -1.1862
H -3.8614 7.9528 -6.3889 -0.0346 -0.0448 0.0556
C -3.0577 0.3912 -1.3406 -1.0382 -0.5925 0.4652
H -2.1057 -2.0377 0.6331 -1.7077 0.3863 0.3660
H -2.2747 3.7298 5.2856 0.0328 0.0501 -0.0777
H -1.1890 -0.3172 1.8236 -1.0682 -0.2449 1.3879
C -0.0052 -1.0188 -7.0051 -0.7551 1.7570 0.6752
H 0.2019 -1.7126 -7.9023 -0.2418 1.1289 1.7312
H -5.9188 6.5411 -5.2674 0.0323 -0.1077 0.0360
H 0.6594 -2.3365 2.0551 0.1773 0.0274 1.6637
H 6.8097 3.6393 -3.2972 -0.0079 -0.0304 0.0593
H -3.8957 0.0457 1.9132 0.4960 -1.4817 0.0992
H -4.8480 5.7442 -6.4402 -0.0580 0.0863 -0.0590
C -1.5233 -5.4583 7.4948 0.1323 0.3788 -0.0896
H -4.2537 0.6507 -3.3190 1.3892 -0.1018 0.8669
C 7.6636 -1.0351 1.1746 0.4417 -0.1587 0.0189
H 5.3891 5.2556 -2.1621 -0.0485 -0.0653 -0.0196
H -2.7724 -0.4200 -3.4727 -0.5078 1.4937 0.8410
H -1.9185 0.5074 3.3110 -0.1162 -1.5180 -0.8205
H 4.9286 -4.1532 -9.5362 -0.0832 0.0932 -0.0176
H -1.5550 2.2635 -6.2294 0.7738 -1.5398 -0.0137
C -3.9322 7.4319 -5.4323 -0.1969 0.4086 0.0614
C -4.8848 6.2528 -5.4704 -0.1381 -0.3090 -0.0816
C -0.0396 2.6812 -3.3248 -0.3884 3.2166 -0.8748
H -3.2620 -3.3039 4.0253 1.5375 -0.4367 -0.0177
H -4.9154 1.0165 4.8881 -0.1190 -0.0048 0.0319
H -5.2551 -2.2527 -0.0434 1.5180 0.8090 -0.0058
C -0.7104 0.3161 -7.3365 0.5712 -0.4252 4.3586
C -3.1819 0.5183 -2.9413 1.0036 0.8898 0.2823
H -4.7189 1.5336 6.5773 0.1080 -0.0373 -0.0317
C 6.8175 -0.1074 2.0177 -0.3762 -0.0560 0.2970
H 8.7215 -0.7749 1.2848 -0.0595 -0.0601 -0.0189
H 4.7311 3.9932 -1.1075 0.0042 0.0471 -0.0659
H -1.9255 7.4702 -4.5475 -0.0444 -0.0804 -0.0145
H -0.2428 -7.4214 5.3801 -0.0865 0.0930 -0.0169
H 6.9312 3.0873 -1.6185 -0.0799 -0.0913 -0.0723
O -4.4372 5.3263 -4.4722 0.0681 0.2689 -0.1812
H -2.8316 2.2330 -4.3290 1.0104 -0.2831 1.0667
C 5.1079 4.2021 -2.1144 -0.1383 0.1270 0.3416
O 1.2938 2.4772 -2.8524 -2.3411 -0.3947 -1.7210
C -4.0795 3.6027 4.0897 -0.0096 0.0516 -0.4736
C -0.9699 -1.3331 5.7081 0.5034 1.0541 3.5695
H 4.5038 -5.3982 -7.1368 0.0006 0.0664 -0.0448
C 5.4906 1.9987 -2.8503 -0.1449 -0.4624 0.1888
C 0.1015 -0.6207 -4.6390 -0.8444 1.3631 -0.9576
C -4.2277 -1.7774 -0.2397 0.6472 0.0596 -0.7811
C -1.4057 -6.6855 8.3766 -0.3761 -0.0648 0.2778
H 5.8194 -0.5368 2.1543 0.0655 0.0563 0.0285
H -2.1573 6.3004 -5.8570 0.0226 0.0319 0.0810
H -1.6558 -4.1542 4.6604 -1.1426 0.8063 -1.2408
H -1.0172 0.6114 -8.3943 0.6097 -0.6110 1.7109
H 4.1647 -3.2184 -5.5545 -0.0450 0.0174 -0.0739
H -2.3920 -7.1398 8.5187 0.0640 0.0467 0.0311
C -1.0227 -7.2836 6.1328 -0.2115 0.0013 -0.2998
C -2.1778 -0.3483 7.9273 3.1516 -1.5583 -2.4791
H -3.2299 6.1277 -3.0146 0.0891 0.0324 0.0146
O 4.2449 2.4254 -3.4234 -0.0158 0.2412 0.0199
C 3.6579 -2.1899 -7.4154 0.1134 0.3399 -0.1265
C 3.7509 -3.4255 -6.5428 -0.3895 -0.0710 0.2740
H 5.8131 1.6922 1.2987 0.0373 -0.0082 -0.1235
H 5.2633 1.3745 -1.9816 0.1519 0.0348 -0.0401
H -2.4756 4.8502 -3.9903 -0.1423 0.0823 0.0229
O -3.0890 1.8449 5.3320 -0.2952 0.3787 -0.1892
H -0.6880 -4.7692 7.6602 -0.0681 0.0546 0.0848
H 1.2850 -1.1756 3.3728 -0.8464 -1.5003 -0.3634
C 7.1927 -0.7039 -0.2279 -0.2050 -0.0397 -0.2981
H 7.5869 1.7932 1.3132 -0.0387 0.0303 0.0921
H 1.1800 -2.9815 3.7864 -0.4696 0.9315 -1.1335
C 4.0654 3.8212 -3.1464 -0.1698 0.2258 -0.2723
H -0.6308 -8.6520 7.7929 0.0028 0.0660 -0.0496
H -1.8831 -7.9047 5.8618 0.0596 -0.0845 -0.0113
C 4.1446 -4.0109 -8.7885 -0.2056 0.0250 -0.2816
C 0.4392 -1.1154 7.9634 -2.8295 0.2454 -1.7092
H 1.8386 2.1704 -3.6164 -0.1676 0.0729 0.7646
C -2.6391 6.7779 -4.9972 0.3634 -0.0984 -0.1866
H -6.0888 3.1314 4.8301 0.0703 -0.0237 0.0346
N -0.9032 1.5048 -3.4718 0.6783 1.1401 -0.9866
C -4.4019 -0.2671 -0.7475 -0.8410 -0.4064 -0.3770
H -2.1779 -0.2796 -1.0396 -1.0999 1.1112 -0.5402
H 3.2779 -4.6179 -9.0718 0.0578 -0.0969 -0.0084
H 7.5438 -2.0902 1.4262 -0.0006 0.0729 -0.0472
O 6.7979 0.6750 -0.2184 0.1129 -0.1966 0.3308
O -0.4444 3.8575 -3.5570 1.4726 -4.6879 1.2913
C -2.1483 -3.4888 3.8589 0.7441 -0.0338 -0.4686
H 5.6667 -4.0685 -7.2683 -0.0527 -0.0624 -0.0259
H -2.5379 2.6414 -2.5633 0.5705 -1.1388 -1.2074
C -0.6190 0.7446 -4.7039 0.9688 -2.1160 -3.7775
H 2.7295 -1.6362 -7.2638 0.0836 -0.0298 -0.0678
H -3.7824 -2.3678 -1.1324 -0.7519 0.8353 1.3370
H -2.9318 1.4118 -0.8164 0.0116 -1.5068 -1.1186
H -3.1726 -0.6473 5.7999 1.4112 -0.0353 1.1732
O -1.4526 -5.9154 6.1360 0.1092 -0.2836 0.3186
H -4.2579 8.1513 -4.6736 -0.0016 -0.0273 -0.0826
C -5.0499 3.1632 5.1630 -0.2595 0.2113 0.3382
H 0.4141 -0.9736 -3.5865 -0.5253 0.5778 -1.8919
H 3.0468 3.9982 -2.7981 0.0952 -0.0677 -0.0760
C 4.6123 -4.3408 -7.3846 0.4432 -0.1480 0.0324
C -3.2031 -1.9734 0.9793 -0.8482 -0.7273 0.6470
H 6.3175 -1.3013 -0.5050 0.0549 -0.0810 -0.0105
H 4.5017 -1.5138 -7.2390 -0.0362 0.0266 0.0977
C -0.5389 -7.5954 7.5355 0.4446 -0.1598 0.0201
H 1.3969 -1.2313 8.5857 -1.6456 0.1922 -1.1408
H 7.2387 0.0977 3.0033 -0.0346 0.0140 -0.0773
C 6.7345 1.1267 1.1416 0.1203 0.3169 -0.1289
Si -1.1080 -1.8476 3.8632 0.1537 -0.3388 -0.1414
N 0.4217 -1.4950 -5.7178 -2.4921 4.3899 -0.9312
C -0.8141 -0.5446 8.6606 -0.4561 -0.7828 -2.9842
H -2.0752 2.7925 3.7897 0.0049 -0.0696 0.0985
O 3.7337 -2.6376 -8.7766 0.0544 -0.2264 0.2127
H -0.9867 -6.4645 9.3598 -0.0339 0.0181 -0.0772
H -4.9858 3.8403 6.0213 -0.0429 -0.0620 -0.0459
C 0.6866 -2.1473 3.1843 0.2187 0.5144 0.3716
H -0.7474 -0.2661 9.7600 -0.0520 -0.4044 -1.6510
H 0.5124 -7.3076 7.6408 -0.0577 -0.0579 -0.0164
C 0.3873 -1.5341 6.4614 -3.7002 1.8709 2.1314
C -3.1307 5.7221 -4.0274 -0.0137 -0.2390 0.3316
H 1.2893 -1.9499 5.9052 -1.3817 0.6696 0.9975
C -2.3534 1.8481 -3.3665 -1.8130 -0.6880 -0.0347
C -2.2302 -0.7415 6.4326 3.2974 -0.7597 1.9490
H 4.2151 4.3702 -4.0829 0.0034 0.0909 0.0317
H -3.8928 -1.3957 3.0851 0.3841 0.6561 -1.4802
H 2.7572 -3.8668 -6.4125 0.0539 0.0907 0.0479
H -4.3445 3.1345 3.1357 0.0341 0.0602 0.0348
C -1.0388 1.2560 -6.1305 1.9697 -3.6480 0.7448
C -1.8844 -0.4912 2.7336 -0.4153 0.6049 -0.5587
C -2.7690 3.0351 4.5983 0.2824 0.0053 0.2175
H -4.0471 4.6835 3.9417 0.0230 -0.0795 0.0103
H -1.9951 -3.9575 2.8190 -0.3404 0.4403 1.5943
C -3.3644 -0.9258 2.1837 1.3183 0.4918 0.6357
C -4.5072 1.7987 5.5386 0.1196 -0.3278 -0.0599
H -2.4582 -4.9161 7.6521 0.0592 0.0128 -0.1328
H -5.1626 -0.3060 -1.6199 1.0906 0.0345 1.4422
H 7.9711 -0.8576 -0.9789 -0.0835 0.1026 -0.0130
H -3.1162 0.0797 8.4229 1.7383 -0.7143 -0.6327

No. 2
12
Properties=species:S:1:pos:R:3:forces:R:3 method="wB97M-V/def2-TZVPD" fmax_ev_per_a=5.619 smiles="O=S(=O)(Br)C1CC1" homo_lumo_gap_ev=9.3 relative_energy_kcal_mol=33.3 lumo_ev=-0.99
O -1.4491 1.5896 1.3422 -0.3173 -1.7188 0.3062
H 1.6853 -1.3504 -0.9651 0.8830 -0.0122 -0.5147
C 0.7018 -0.1196 0.4813 -2.7730 -0.1400 -0.9367
C 0.7398 0.6973 -0.7612 -1.4675 -2.2712 0.6307
C 0.7615 -0.8306 -0.9042 -1.5193 0.6552 1.1560
S -1.3254 0.1386 1.2577 4.3155 2.9333 -2.0858
H 1.5202 -0.0971 1.2209 -0.9339 -0.3503 -0.1545
H 1.6235 1.1038 -1.0384 2.5038 1.8039 -0.4861
H -0.1555 1.2598 -0.9717 -0.0973 -0.1144 -0.3981
O -1.4992 -0.7074 2.3663 -0.9480 -1.0505 0.9126
H -0.0552 -1.3678 -1.4486 0.5148 0.6435 1.1839
Br -2.5477 -0.3163 -0.5793 -0.1608 -0.3787 0.3866

No. 3
14
Properties=species:S:1:pos:R:3:forces:R:3 method="wB97M-V/def2-TZVPD" fmax_ev_per_a=6.076 smiles="C=CC.C" homo_lumo_gap_ev=10.4 relative_energy_kcal_mol=54.9 lumo_ev=1.09
C -2.0686 0.8048 -0.3103 -1.0696 -1.4625 -1.7855
H -3.5682 2.1027 -1.5370 1.1183 -0.7649 -0.1620
C -1.6441 -0.4709 -0.1503 -2.9739 2.0993 -1.1150
C -3.2645 1.0605 -1.2696 -2.2263 -0.0911 3.2712
H 4.3576 -0.2212 2.0712 0.4250 -0.4435 -1.8784
H -2.2173 -1.3626 -0.4193 0.2613 0.4950 -0.6485
H 5.2967 -0.5760 0.5175 3.9362 2.4144 -2.9021
H -4.1925 0.8503 -0.5012 1.7306 -0.0251 -2.1282
H 3.6506 -0.9742 0.4727 0.7069 0.3471 0.9244
H -0.8539 -0.6223 0.4434 2.8869 -0.7445 2.3012
H -3.2580 0.3441 -2.1040 -0.2452 0.5013 0.3464
H -1.6762 1.6514 0.2299 0.5204 -0.0080 -0.0790
H 4.8743 -1.7674 1.4434 0.0521 -1.5856 0.6709
C 4.5640 -0.8192 1.1135 -5.1226 -0.7319 3.1847

No. 4
86
Properties=species:S:1:pos:R:3:forces:R:3 method="wB97M-V/def2-TZVPD" fmax_ev_per_a=0.585 total_charge=-1 homo_lumo_gap_ev="4.4 / 5.7" multiplicity=5 relative_energy_kcal_mol=22.1 lumo_ev="2.16 / 1.53"
H 4.6434 5.6931 -0.4949 0.0306 -0.0136 -0.0127
N 3.1174 -2.3320 -2.2178 0.0108 -0.0012 -0.0113
H 4.0065 2.5307 2.4934 -0.0326 0.0334 0.0097
C 1.9272 2.1236 2.7191 -0.0138 0.0330 -0.1146
H 2.3519 1.5405 -3.7014 -0.0029 0.0124 0.0192
H -2.4176 -7.3105 1.2866 -0.0058 -0.0003 -0.0039
S -3.6427 -2.8560 -0.7342 0.0384 0.0515 -0.0750
C 0.1551 4.0278 -2.6030 -0.0529 0.0500 0.0275
N -1.6338 1.3156 -1.6903 0.2298 0.1316 -0.0844
H -3.6896 3.7005 -0.4191 -0.0086 0.0041 0.0008
H 2.0173 4.0078 -3.6176 -0.0005 -0.0452 -0.0274
H 0.8501 2.0705 -4.4808 0.0120 0.0239 0.0019
C -2.7113 2.6112 1.6958 0.0022 -0.0098 0.0076
N -0.0998 -0.6634 3.9308 0.0149 -0.0103 0.0109
C 3.9271 3.9854 0.5980 0.0796 -0.0314 -0.0253
H -0.4874 4.0001 -3.4840 -0.0401 -0.0414 -0.0047
H 3.9788 -2.8218 -2.0604 -0.0068 -0.0049 0.0173
C -2.0040 1.4443 -2.9591 0.0769 -0.0073 0.0140
H -3.6722 -5.1725 1.1836 -0.0083 -0.0098 0.0018
C 3.2184 2.0480 1.9069 -0.0030 0.0637 0.0355
C 3.1248 2.8578 0.6326 0.0289 -0.0361 0.0434
H -1.0194 -0.5726 4.3457 -0.0117 0.0063 -0.0011
H 1.9585 1.4580 3.5833 0.0047 -0.0097 -0.0034
C -2.9618 2.3194 -3.4235 -0.0327 0.0263 -0.0041
Rh 0.1029 0.1118 -0.4724 -0.3635 -0.4574 0.0315
H 3.2751 5.1594 -2.4817 0.0118 -0.0085 -0.0045
C -1.8355 -1.6545 -2.0161 -0.0262 -0.0411 -0.0170
N -2.3302 -1.8121 1.4434 -0.0033 0.2140 0.1585
N -0.8726 0.6673 2.2646 -0.0147 -0.0359 0.0018
C -2.3973 -1.9338 0.1357 -0.0122 -0.1277 -0.1180
H -3.2075 2.3635 -4.4752 0.0028 -0.0079 -0.0041
H 0.5012 -1.2727 -3.7747 -0.0007 0.0337 -0.0027
C 1.3722 1.9918 -3.5234 0.0075 0.0133 -0.0458
C 1.5050 3.3711 -2.8889 0.0454 -0.1091 -0.0177
H 3.9661 0.1407 2.5859 -0.0102 -0.0049 0.0025
C 2.3845 -2.3098 -3.3804 0.0023 -0.0169 -0.0087
C -2.4096 -4.1871 2.5933 -0.0348 -0.0207 -0.0016
H -1.0236 -3.4601 4.0398 0.0105 0.0124 0.0073
C -1.3145 -4.3087 3.4370 0.0036 -0.0009 -0.0159
C -2.9000 -2.4408 -2.2388 -0.0019 -0.0118 0.0299
N -1.0169 0.9841 0.9416 0.1087 -0.0098 -0.0218
H 4.5534 0.6186 0.9775 0.0138 -0.0109 0.0119
H -0.3828 -8.3853 1.9954 0.0192 0.0139 -0.0204
C 3.2361 4.5121 -1.6127 0.0051 0.0680 0.0324
H 0.6518 -7.7115 3.1146 0.0142 0.0103 -0.0255
H -1.4797 0.8099 -3.6704 0.0041 -0.0021 -0.0031
C 3.6884 0.6249 1.6474 0.0588 -0.0092 -0.0271
C -0.1327 -0.3398 2.5714 -0.0083 -0.0407 0.0026
H 2.8003 -1.4546 -0.2915 0.0333 0.0680 0.1398
S -3.2387 -2.6237 2.4419 0.0090 -0.0544 0.0501
N 1.4196 1.5127 -0.4960 0.2213 0.2070 0.3667
C -2.8073 -5.2704 1.8243 -0.0024 -0.0091 0.0259
C -2.1041 -6.4636 1.8873 0.0055 -0.0029 0.0059
H 0.2947 5.0719 -2.3135 0.0258 -0.0119 0.0096
C -0.9969 -6.5872 2.7219 -0.0062 0.0354 -0.0357
H -3.7821 2.6054 1.4886 -0.0056 -0.0042 0.0043
C -0.6147 -5.4985 3.5051 0.0090 0.0042 0.0043
H -2.5354 2.1354 2.6544 -0.0015 0.0022 0.0002
H 0.2412 -5.5891 4.1646 -0.0003 0.0037 0.0071
C 2.2717 2.5437 -0.4991 -0.0813 0.2251 -0.2247
O -3.1585 -1.9909 3.7355 0.0041 -0.0319 0.0194
C -2.2685 2.0866 -0.7358 -0.0382 0.0330 0.0159
H -1.2384 -1.2047 -2.7885 -0.0284 -0.0164 0.0034
C -1.9566 1.8793 0.6225 -0.0132 -0.0124 -0.0374
H 0.2839 -1.5843 4.0745 -0.0044 -0.0060 0.0037
C -3.5737 3.1662 -2.4698 -0.0052 0.0060 -0.0270
H -2.3872 3.6551 1.7628 -0.0013 0.0046 -0.0075
H -4.3088 3.8998 -2.7799 -0.0008 0.0025 0.0080
C 2.3684 3.4350 -1.6447 -0.0262 -0.0769 0.0499
H 4.5275 4.2046 1.4733 0.0000 0.0056 -0.0077
N -0.3054 -7.8038 2.8143 -0.0295 -0.0638 0.0667
H 0.8030 1.3328 -2.8807 -0.0876 -0.1320 0.0514
H 2.8739 0.0506 1.2241 -0.0157 -0.1416 -0.1049
H 1.0677 1.8376 2.1172 0.1118 0.0443 0.0685
C 4.0064 4.8181 -0.5042 -0.0707 -0.0163 -0.0138
N -1.5250 -1.3742 -0.7060 0.0622 0.0892 -0.1371
C -3.2316 3.0557 -1.1556 0.0054 -0.0411 0.0101
S 0.8495 -1.3362 1.5316 -0.0865 0.0806 -0.0425
O -4.5554 -2.9225 1.9124 -0.0214 -0.0085 0.0229
H -3.3106 -2.7447 -3.1862 0.0090 -0.0046 -0.0189
N 1.3604 -1.0912 -1.8077 -0.0008 0.0786 -0.0042
H 2.6876 -2.8333 -4.2683 0.0023 0.0026 -0.0087
H 1.7649 3.1454 3.0703 -0.0086 0.0083 0.0118
C 1.3011 -1.5387 -3.1088 -0.0031 0.1556 -0.0266
C 2.4651 -1.5886 -1.3024 -0.0327 -0.0389 -0.0404
H -0.3590 3.5202 -1.7904 -0.0683 -0.0483 0.0254

No. 5
10
Properties=species:S:1:pos:R:3:forces:R:3 method="wB97M-V/def2-TZVPD" fmax_ev_per_a=3.901 smiles="SC=C1SS1.O" homo_lumo_gap_ev=7.8 relative_energy_kcal_mol=52.9 lumo_ev=-0.83
H -1.7223 0.8318 -1.0178 0.1579 -0.0146 0.0642
C 0.5517 -0.6404 0.5747 0.9757 0.6988 0.7320
H 1.8591 0.2288 2.0507 -0.8176 -0.1162 -2.1325
C 1.5280 0.1909 0.9342 -0.0176 -0.5901 2.6886
H 1.7105 0.7190 -1.2155 1.3402 1.2210 1.2798
S 2.4120 1.2833 -0.0796 -1.2575 -1.0958 -2.1731
S -0.3258 -1.2261 -0.7787 0.3128 -0.3433 -0.7339
O -2.6604 0.6586 -1.1085 -1.0912 -2.9832 1.7858
H -2.7704 -0.2600 -0.5788 0.4182 3.3899 -1.8851
S -0.5825 -1.7859 1.2192 -0.0209 -0.1665 0.3742

No. 6
15
Properties=species:S:1:pos:R:3:forces:R:3 method="wB97M-V/def2-TZVPD" fmax_ev_per_a=2.093 smiles="C=C(C)CNO" homo_lumo_gap_ev=9.7 relative_energy_kcal_mol=92.4 lumo_ev=0.96
H -0.2463 2.2965 0.3111 -1.3414 -0.8759 -0.9549
C 0.7076 -0.1252 1.1093 -0.8506 0.0124 -1.5587
H -1.7995 -0.6287 -1.3191 -0.2792 -0.6362 1.0370
H -0.3230 -1.5023 -1.0589 0.5259 0.1833 -0.5944
O 1.9604 0.7370 -0.7057 0.5064 0.0583 0.4733
C -1.1063 -0.9723 -0.5278 1.6128 0.0981 -0.2309
C -0.8304 1.4467 -0.1800 0.9185 -0.1768 1.1920
N 1.7424 -0.4287 0.0939 -0.5557 -1.1386 0.0767
H 1.0510 1.0187 -0.9195 0.3385 -0.0755 -0.1948
H -1.2746 -1.7769 0.1846 -1.4569 0.1654 0.1259
H 2.5755 -0.5547 0.6200 1.1803 0.0953 -0.0021
H -1.6888 1.5550 -0.8710 0.8088 0.4287 0.4992
H 1.1053 0.7185 1.7140 -0.9718 -0.4664 0.1188
C -0.4432 0.1959 0.1587 -1.6653 1.2536 0.1869
H 0.3336 -1.0545 1.6422 1.2296 1.0743 -0.1739

Number 1: DFT total energy -76226.6945 eV. Number 2: DFT total energy -88161.7668 eV. Number 3: DFT total energy -4307.9806 eV. Number 4: DFT total energy -88310.8786 eV. Number 5: DFT total energy -36689.7687 eV. Number 6: DFT total energy -7828.3119 eV.